*A*
The following is a DFT calculation (wB97M-V/def2-TZVPD) of a cluster of 2 separate species, C7H9NOS in total.

LUMO (eV): -0.3
M (g mol⁻¹): 155.22
Gap between HOMO and LUMO (Ha): 0.2693
Multiplicity: 1
HOMO (eV): -7.61

Each line ends with the natural charge from an NBO analysis.
Positions of all 19 atoms, in Å:
C (-0.7983, 0.5412, 0.2163)  -0.10
S (1.5357, 1.2682, 1.1043)  1.01
H (-3.0668, 0.3654, 2.4020)  0.24
H (0.5140, -1.5098, 1.4164)  0.24
H (1.3073, -0.6325, -1.4551)  0.26
H (-4.0871, 0.3495, 0.8416)  0.23
N (3.0158, 1.4253, 0.7523)  -1.04
C (-1.8476, 0.3022, 0.7212)  0.05
H (0.1952, 0.5653, -2.3534)  0.24
C (0.9759, 0.4295, -1.5116)  -0.66
H (3.0352, 1.6730, -0.2525)  0.35
H (1.8401, 1.1599, -1.7227)  0.21
C (1.4849, -1.6076, 1.0671)  -0.40
C (0.5000, 0.7899, -0.1802)  -0.33
H (4.4253, -1.5507, 0.7603)  0.51
C (-3.0648, -0.0123, 1.4184)  -0.68
O (3.7786, -1.7485, 0.0123)  -0.67
C (2.5302, -1.7301, 0.5124)  0.31
H (-3.1677, -1.0643, 1.5133)  0.24

---

*B*
The following is a DFT calculation (wB97M-V/def2-TZVPD) of an isolated molecule of C7H9NOS.

LUMO (eV): 0.5
M (g mol⁻¹): 155.22
SMILES: NC(=O)[C@@H]1C=CC=C(S)C1
Gap between HOMO and LUMO (Ha): 0.3140
Multiplicity: 1
HOMO (eV): -8.02

Each line ends with the natural charge from an NBO analysis.
Positions of all 19 atoms, in Å:
O (-1.3688, 2.3564, 0.2587)  -0.62
H (0.8690, 1.8326, -0.4814)  0.28
C (-1.5382, 1.1366, 0.1777)  0.68
H (-1.4854, -1.8088, -0.9227)  0.21
S (3.2809, 0.6677, 0.2043)  0.03
H (-1.2777, 0.3022, -1.8330)  0.25
C (0.7700, 0.7380, -0.9022)  -0.48
H (0.0483, -2.8158, 0.8330)  0.22
C (-0.7537, -1.2425, -0.3521)  -0.23
H (3.2024, 1.3711, -1.0405)  0.14
C (1.3352, -1.0392, 0.8195)  -0.32
H (2.0605, -1.5296, 1.4864)  0.22
C (1.6394, 0.0283, 0.0491)  -0.05
H (-2.6898, 0.9996, 1.7573)  0.40
C (0.1732, -1.7584, 0.4769)  -0.21
C (-0.7206, 0.2931, -0.8107)  -0.35
H (1.2646, 0.5605, -1.8341)  0.23
H (-2.3717, -0.5651, 1.1330)  0.41
N (-2.4375, 0.4730, 0.9808)  -0.82

---

Stability check: which of them is least stable? *A*.

---

*A*
The following is a DFT calculation (wB97M-V/def2-TZVPD) of an isolated molecule of C4H8OS2.

LUMO (eV): -0.4
M (g mol⁻¹): 136.24
SMILES: CC(=S)[C@@H](S)CO
Gap between HOMO and LUMO (Ha): 0.3169
Multiplicity: 1
HOMO (eV): -8.98

Each line ends with the natural charge from an NBO analysis.
Positions of all 15 atoms, in Å:
H (1.5386, 1.4551, -0.8220)  0.22
S (-1.6565, -1.7300, -0.3817)  -0.08
H (1.9925, -0.0437, -1.7629)  0.24
O (-1.2680, 0.5797, 1.7606)  -0.71
C (-0.5581, -0.2302, -0.4432)  -0.43
H (-1.6269, -0.3091, 1.8498)  0.47
C (-1.1679, 0.8910, 0.3811)  -0.07
H (2.8283, 0.3928, -0.2673)  0.23
H (-2.0877, 1.1979, -0.0723)  0.18
H (-0.6096, -0.0448, -1.5170)  0.24
C (1.8997, 0.4058, -0.7703)  -0.67
H (-0.5569, 1.8064, 0.3225)  0.18
S (1.3318, -1.5919, 1.1089)  0.08
H (-0.9361, -2.2895, 0.6062)  0.15
C (0.8769, -0.4895, 0.0076)  -0.04

---

*B*
The following is a DFT calculation (wB97M-V/def2-TZVPD) of an isolated molecule of C4H8OS2.

LUMO (eV): -0.3
M (g mol⁻¹): 136.24
SMILES: OCC[C@H](S)C=S
Gap between HOMO and LUMO (Ha): 0.3118
Multiplicity: 1
HOMO (eV): -8.75

Each line ends with the natural charge from an NBO analysis.
Positions of all 15 atoms, in Å:
S (0.0631, 2.2978, -0.1887)  -0.05
H (1.3488, -0.0819, -1.4712)  0.19
S (3.3823, -0.0178, -0.2918)  0.05
H (0.3816, -1.0427, 1.4908)  0.22
C (0.8318, 0.7758, 0.5081)  -0.40
H (-0.7959, 0.2467, 1.6274)  0.23
H (1.4083, 1.1616, 1.4073)  0.25
H (-1.4123, -1.8741, 0.3671)  0.18
C (1.7873, 0.2250, -0.5347)  -0.25
H (-0.3452, -1.3901, -1.0436)  0.18
H (-2.3450, -0.5535, -1.4702)  0.47
C (-0.9793, -1.0266, -0.1741)  -0.08
C (-0.1693, -0.2751, 0.9369)  -0.43
H (-1.1092, 1.6934, -0.4969)  0.17
O (-2.0471, -0.1385, -0.6664)  -0.73

---

*C*
The following is a DFT calculation (wB97M-V/def2-TZVPD) of a cluster of 2 separate species, C4H8OS2 in total.

LUMO (eV): 0.5
M (g mol⁻¹): 136.24
SMILES: C=C=C.CSSO
Gap between HOMO and LUMO (Ha): 0.3586
Multiplicity: 1
HOMO (eV): -9.25

Each line ends with the natural charge from an NBO analysis.
Positions of all 15 atoms, in Å:
C (1.9333, -0.1589, -1.7170)  -0.51
H (2.4722, -1.6179, 1.0601)  0.23
C (-1.2455, 1.4128, 1.0239)  -0.75
S (-2.0512, -0.7599, -0.6752)  0.36
C (2.3068, -0.3688, -0.4866)  0.13
H (2.9553, 0.0789, 1.3913)  0.22
H (-1.8065, 1.0078, 1.8372)  0.22
C (2.7288, -0.6657, 0.6824)  -0.52
H (0.8508, -0.2558, -1.9363)  0.22
H (-0.8281, 2.3572, 1.2720)  0.23
H (2.5553, -0.1326, -2.5427)  0.22
O (-3.3596, -1.4054, 0.1655)  -0.85
H (-0.3519, 0.7946, 0.9986)  0.23
H (-4.0821, -1.5804, -0.4626)  0.48
S (-2.0778, 1.2940, -0.6107)  0.09

---

Stability check: which of them is least stable? *C*.

---

*A*
The following is a DFT calculation (wB97M-V/def2-TZVPD) of an isolated molecule of C4H8N2OS.

LUMO (eV): 0.7
M (g mol⁻¹): 132.19
SMILES: C[C@H]1CSC(=O)N1N
Gap between HOMO and LUMO (Ha): 0.3641
Multiplicity: 1
HOMO (eV): -9.24

Each line ends with the natural charge from an NBO analysis.
Positions of all 16 atoms, in Å:
H (0.1982, 2.6086, 0.3011)  0.24
H (0.7550, 0.6457, -1.6958)  0.22
H (1.5018, -0.6412, -1.0139)  0.21
C (0.5367, 0.3915, 0.5228)  -0.07
N (-0.4398, -0.7412, 0.5557)  -0.31
H (-0.4051, 1.9936, 1.6869)  0.23
H (2.1600, 1.1417, -0.9717)  0.22
H (-0.9592, -2.6960, 0.6509)  0.39
N (-0.0966, -2.1553, 0.3806)  -0.66
C (-0.2229, 1.6635, 0.7031)  -0.52
C (1.2690, 0.3803, -0.8406)  -0.63
O (-2.3774, -1.2395, -0.5859)  -0.60
S (-1.7743, 1.2983, -0.1968)  0.24
H (1.3399, 0.1476, 1.2285)  0.23
H (0.1482, -2.3870, -0.6133)  0.35
C (-1.6335, -0.4107, -0.1114)  0.47

---

*B*
The following is a DFT calculation (wB97M-V/def2-TZVPD) of an isolated molecule of C4H8N2OS.

LUMO (eV): 0.7
M (g mol⁻¹): 132.19
SMILES: CC1=NO[C@H](C)SN1
Gap between HOMO and LUMO (Ha): 0.3374
Multiplicity: 1
HOMO (eV): -8.53

Each line ends with the natural charge from an NBO analysis.
Positions of all 16 atoms, in Å:
H (-2.3577, -1.1332, -0.1836)  0.23
H (2.4547, 2.0116, -0.1467)  0.21
C (1.0605, 0.4177, -0.4393)  0.32
H (2.4943, 1.3089, -1.7665)  0.24
H (1.0222, 0.8474, 1.5005)  0.39
N (0.3872, 0.0668, -1.5018)  -0.16
C (-1.4200, -0.4821, -0.0657)  -0.06
H (-2.6880, 0.9385, 0.9965)  0.23
S (-0.2686, -1.0300, 1.3055)  0.38
C (-1.8760, 0.9832, 0.2498)  -0.66
O (-0.7992, -0.5263, -1.3344)  -0.36
C (2.3933, 1.0961, -0.6527)  -0.65
N (0.8701, 0.1026, 0.8649)  -0.78
H (-1.0089, 1.6318, 0.4758)  0.21
H (3.3049, 0.4845, -0.4223)  0.23
H (-2.2787, 1.3259, -0.7603)  0.23

---

Stability check: which of them is least stable? *B*.

---

*A*
The following is a DFT calculation (wB97M-V/def2-TZVPD) of an isolated molecule of C4H8N2OS.

LUMO (eV): 0.7
M (g mol⁻¹): 132.19
SMILES: N/C=C(/C=N/O)CS
Gap between HOMO and LUMO (Ha): 0.3183
Multiplicity: 1
HOMO (eV): -7.98

Each line ends with the natural charge from an NBO analysis.
Positions of all 16 atoms, in Å:
C (0.7520, 1.2697, -0.2011)  0.05
H (0.3379, 1.9621, -0.9490)  0.20
H (-4.3086, -0.9259, -0.0081)  0.48
S (1.6850, -1.4902, -0.5911)  -0.05
H (2.6076, 0.5643, -0.1658)  0.39
H (-0.4686, -1.6670, 0.6889)  0.27
N (-2.3775, -0.6629, 0.0114)  -0.18
C (0.5192, -1.0542, 0.7489)  -0.58
C (0.0074, 0.2101, 0.2285)  -0.18
H (2.6495, -2.2998, 0.0700)  0.13
N (2.1090, 1.3770, 0.0228)  -0.82
O (-3.5940, -0.2192, -0.4214)  -0.56
H (2.4386, 2.2170, -0.5021)  0.37
C (-1.4663, 0.2649, -0.2128)  0.03
H (0.9607, -0.8624, 1.8210)  0.25
H (-1.8518, 1.3165, -0.5399)  0.18

---

*B*
The following is a DFT calculation (wB97M-V/def2-TZVPD) of an isolated molecule of C4H8N2OS.

LUMO (eV): 0.7
M (g mol⁻¹): 132.19
SMILES: [H]/N=C1/SCON1CC
Gap between HOMO and LUMO (Ha): 0.3532
Multiplicity: 1
HOMO (eV): -8.88

Each line ends with the natural charge from an NBO analysis.
Positions of all 16 atoms, in Å:
S (-2.8939, 0.1196, -0.1519)  0.20
H (3.2330, -0.0978, -0.8601)  0.24
H (-0.4526, 2.8698, -0.2789)  0.36
C (0.9796, 0.6584, -0.0725)  -0.24
H (1.2610, 1.5005, 0.6502)  0.22
C (-1.3099, 0.9256, 0.2647)  0.28
H (-2.1518, -2.4822, -0.5305)  0.23
H (2.1881, -1.4427, -0.2632)  0.24
O (-0.6091, -1.0640, -0.3112)  -0.41
H (-2.2144, -1.8808, 1.2542)  0.21
C (2.2398, -0.3157, -0.1545)  -0.66
H (2.5766, -0.3640, 0.9630)  0.21
N (-1.4138, 2.2115, -0.1082)  -0.69
H (0.7562, 0.8964, -1.0572)  0.20
C (-1.9546, -1.5654, 0.0723)  -0.20
N (-0.2344, 0.0308, 0.5837)  -0.18

---

Stability check: which of them is least stable? *B*.